Record 1
Formula: C59H95O26P
Source: the Open Molecules 2025 dataset
Level of theory: ωB97M-V/def2-TZVPD

```
181
Properties=species:S:1:pos:R:3:forces:R:3
C 0.34147 -1.51419 1.64395 0.41 0.03 -0.26
O -0.29382 -0.56304 0.73777 -0.12 0.48 1.73
P 0.08403 1.00085 0.84091 2.08 -0.32 0.02
O 1.59771 1.15467 0.85290 -3.10 -0.08 0.46
O -0.67101 1.78143 2.09221 -0.13 -0.35 -7.17
C -0.35327 1.48163 3.33531 0.58 -1.14 4.74
O -0.60384 1.48719 -0.49799 -1.31 0.41 2.07
C -0.37134 0.79660 -1.69167 2.20 -0.73 -1.68
H 1.00277 -1.00598 2.34573 0.34 -0.05 -0.37
H 0.86612 -2.21769 0.99746 0.25 0.09 0.25
H -0.32045 -2.09474 2.28655 -0.80 0.34 -0.38
H 0.06981 2.33432 3.86637 0.18 0.15 -0.05
H 0.31165 0.62928 3.47491 0.31 0.00 -0.12
H -1.26496 1.21099 3.86792 -0.13 0.06 0.15
H 0.41436 1.36777 -2.18618 -0.10 0.05 -0.41
H -1.17502 0.61415 -2.40506 -0.71 0.66 0.74
H 0.08202 -0.18459 -1.55082 -0.19 0.01 0.41
O -4.15711 -2.01971 3.97675 -1.10 0.32 -0.15
C -2.98158 -2.48839 4.44014 1.82 1.36 1.97
C -2.89884 -3.83047 4.65267 0.85 -1.25 -0.73
C -1.73524 -4.45377 5.08556 0.81 2.14 0.31
C -0.64586 -3.55021 5.35093 0.29 -1.12 -0.59
O 0.60004 -4.06378 5.59089 -0.31 -0.81 0.20
C -0.73850 -2.15836 5.26618 -1.73 -0.82 0.45
C -1.98776 -1.62748 4.94550 0.17 -0.21 -1.40
H -4.69483 -2.77626 4.22189 -1.22 0.40 -0.50
H -3.71217 -4.40755 4.23808 -0.22 -0.50 0.27
H -1.72445 -5.53043 5.16975 0.54 0.07 0.10
H 1.26525 -3.41114 5.36032 0.18 0.20 0.17
H 0.09534 -1.55496 5.59333 0.12 0.20 -0.09
H -2.13117 -0.55775 4.90662 -0.13 0.10 0.00
O 2.41969 -1.16584 -7.09334 0.03 -1.14 0.60
C 1.48473 -1.80524 -6.28620 -1.14 2.22 -1.03
C 1.38039 -3.16055 -6.30678 -2.01 -1.52 2.51
C 0.27373 -3.72289 -5.50232 -1.02 1.18 -0.56
C -0.80171 -2.93800 -4.99382 1.73 -0.47 0.45
O -1.93297 -3.47359 -4.32277 0.76 0.16 -1.40
C -0.65682 -1.54612 -5.09093 -0.40 -0.46 0.49
C 0.44822 -1.00967 -5.68101 1.37 -0.31 -0.68
H 2.40025 -0.20968 -7.00983 -0.28 0.21 0.27
H 2.10947 -3.81178 -6.76584 -0.01 0.06 -0.06
H 0.08410 -4.76628 -5.29792 0.69 -0.43 -0.46
H -1.80938 -3.67856 -3.39309 0.50 0.20 0.00
H -1.41092 -0.92243 -4.63404 -0.12 0.11 -0.08
H 0.56655 0.06179 -5.74722 -0.05 0.18 0.03
O -1.90483 5.16102 6.71078 0.33 0.21 -0.99
C -2.40699 4.47968 5.60399 -0.46 0.08 0.70
C -2.55083 5.13881 4.38592 0.67 0.61 1.87
C -3.26174 4.57078 3.36442 0.30 0.51 -0.68
C -3.79495 3.32079 3.49968 -1.09 -1.70 0.44
O -4.59564 2.85908 2.45135 0.78 1.02 0.94
C -3.59862 2.60426 4.70753 0.57 0.39 0.16
C -2.88557 3.19678 5.76790 -0.03 0.12 -1.20
H -2.06380 4.66005 7.51412 -0.06 -0.17 -0.09
H -2.12074 6.12785 4.44262 -0.15 0.29 -0.80
H -3.42443 5.06771 2.41943 0.06 0.21 -0.01
H -4.53379 1.90130 2.43081 -0.03 -0.75 0.27
H -3.93035 1.59050 4.87681 -0.34 -0.07 -0.40
H -2.60745 2.73235 6.70244 -0.49 -0.60 0.05
O -4.02614 0.22909 2.34541 -0.06 0.91 -0.89
C -3.82845 -0.03764 0.97496 -0.46 1.58 1.40
C -3.17382 -1.16048 0.66807 0.54 -2.34 -0.73
C -2.97102 -1.50321 -0.64606 0.00 0.57 -0.22
C -3.53461 -0.67378 -1.59597 0.21 -1.21 0.76
O -3.46924 -1.01043 -2.86311 0.45 -1.16 -2.80
C -4.21877 0.46584 -1.30359 0.53 1.88 0.53
C -4.22699 0.88730 -0.01169 -0.54 -0.71 2.63
H -4.35642 -0.56152 2.77835 0.04 -0.38 0.24
H -2.89448 -1.97312 1.32228 0.13 0.56 0.92
H -2.35359 -2.37207 -0.81999 -0.25 -0.09 -0.66
H -4.27095 -0.69352 -3.28551 0.00 0.08 -0.58
H -4.50055 1.14311 -2.09624 -0.28 -0.08 -0.20
H -4.60381 1.80665 0.41164 -0.28 0.29 -0.71
O 0.99804 2.39621 -8.58811 0.63 0.15 -0.22
C 1.44830 2.56245 -7.30152 0.92 -0.20 -0.63
C 2.81782 2.45019 -7.01084 -0.69 0.70 1.21
C 3.25330 2.64978 -5.67160 -0.82 0.21 -0.14
C 2.31430 2.86077 -4.59381 0.26 -1.91 -3.72
O 2.54732 3.07689 -3.30351 0.75 0.06 0.75
C 0.99075 2.62983 -4.96671 0.24 2.18 1.06
C 0.56474 2.74584 -6.27970 -0.68 -1.24 0.78
H 0.13828 2.80822 -8.70058 -0.11 -0.01 0.11
H 3.53784 2.34924 -7.80946 0.04 -0.14 0.01
H 4.32934 2.64994 -5.57915 0.12 0.11 0.58
H 3.48438 2.94535 -3.14155 0.23 0.07 0.37
H 0.35138 2.70110 -4.09923 -0.76 -0.09 -0.23
H -0.48877 2.72711 -6.51670 -0.23 0.07 0.12
O 5.46936 6.06572 3.67756 -0.46 -1.09 -0.67
C 5.10346 4.90014 2.96223 0.48 1.03 -0.46
C 6.04988 4.46032 2.02059 -0.56 -2.14 0.84
C 5.82575 3.20882 1.41009 -1.59 0.86 -0.21
C 4.59086 2.54150 1.63036 0.88 -1.25 -1.79
O 4.18468 1.46281 0.87620 2.29 0.23 -0.13
C 3.70924 2.98207 2.56001 -1.23 0.51 0.12
C 3.87897 4.20799 3.11069 2.19 1.83 2.09
H 4.70568 6.45827 4.10686 -0.20 -0.11 0.02
H 7.05768 4.82101 1.87695 -0.24 0.85 0.19
H 6.49967 2.96318 0.60269 -0.03 -0.63 0.08
H 3.23840 1.31856 0.94939 -0.68 0.08 0.13
H 2.76788 2.48007 2.72806 0.00 -0.32 -0.10
H 3.24820 4.54856 3.91849 -0.46 0.16 -0.10
C -3.21424 1.27960 -5.31686 -1.03 1.22 0.22
O -4.62239 1.04706 -5.39407 0.61 -0.96 0.70
C -5.32512 1.89245 -6.25852 -0.16 0.65 1.68
C -6.81944 1.60077 -6.28254 0.09 0.99 -1.79
O -7.60220 1.86224 -5.14160 -1.69 -0.85 0.23
C -9.08595 1.79833 -5.40260 1.32 0.02 0.91
H -2.74191 1.03952 -6.26942 0.37 -0.46 0.23
H -2.82421 0.84990 -4.39418 0.01 -0.86 -0.55
H -3.03493 2.33437 -5.10851 -0.06 0.54 -0.34
H -4.87592 1.89230 -7.25165 -0.37 -0.31 -0.41
H -5.23974 2.91675 -5.89571 0.25 0.40 0.15
H -6.95213 0.64869 -6.79639 -0.54 -0.42 0.47
H -7.09902 2.38725 -6.98353 -0.39 -0.09 -0.77
H -9.45318 0.86630 -5.83221 0.65 -0.06 -0.58
H -9.46308 2.67112 -5.93561 0.43 -0.03 -0.40
H -9.61172 1.80470 -4.44780 0.61 0.24 0.35
C -0.53870 6.47793 -2.10441 0.28 -0.85 -2.08
O -1.64991 5.64451 -1.81265 -0.71 0.53 0.64
C -1.98772 5.33777 -0.44960 1.03 -0.93 -1.65
C -0.87028 4.49066 0.07061 0.87 0.74 2.23
O 0.15964 5.39299 0.45322 -0.50 0.41 -0.07
C 1.41877 4.87411 0.63408 1.76 0.99 -0.09
H -0.54103 6.31696 -3.18246 0.13 0.65 -0.38
H 0.46371 6.11597 -1.87583 -0.20 -0.25 0.94
H -0.57648 7.55614 -1.94904 -0.59 -0.04 0.66
H -2.83890 4.65711 -0.46637 -0.46 0.46 -0.29
H -2.18791 6.25472 0.10467 0.12 -0.18 0.36
H -0.44459 3.72155 -0.57388 -0.56 0.25 -0.49
H -1.17567 4.02795 1.00908 -0.34 -0.56 0.05
H 1.59953 4.17419 1.44988 -0.56 -0.25 0.02
H 2.04239 5.74695 0.82734 0.10 0.13 0.57
H 1.92307 4.53134 -0.26941 -0.47 -0.80 -0.48
C 1.06218 1.01168 7.10459 0.98 1.39 -0.30
O 1.69650 0.17478 6.16682 1.35 -0.77 -0.54
C 3.01390 0.60476 5.58817 -1.98 -1.73 -0.04
C 3.46702 -0.50332 4.57863 0.04 0.17 0.52
O 3.65686 -1.77161 5.21862 -0.35 0.00 0.11
C 3.90486 -2.84195 4.30341 1.27 0.28 -0.07
H 1.81984 1.62291 7.59495 0.06 0.63 -0.21
H 0.56885 0.61052 7.98991 -0.17 -1.24 -0.53
H 0.35702 1.61498 6.53286 -0.18 0.45 0.38
H 3.76006 0.75809 6.36781 -0.02 -0.44 0.23
H 2.93126 1.56790 5.08454 -0.30 -0.02 -0.30
H 4.34218 -0.04554 4.11748 0.93 -0.39 0.23
H 2.89798 -0.73140 3.67737 -1.09 0.68 0.17
H 4.02411 -3.82825 4.75184 -0.48 0.32 0.90
H 4.90342 -2.67168 3.90092 0.03 0.09 -0.66
H 3.18633 -3.00008 3.49917 -0.31 0.55 -0.08
C 2.81620 -6.60434 -4.90086 -0.14 1.41 -0.61
O 1.97163 -6.26303 -3.79455 -0.13 -1.40 -0.19
C 2.39588 -5.14922 -3.07106 0.63 1.12 0.65
C 1.51096 -4.85012 -1.85749 -0.09 -0.71 0.21
O 1.80362 -3.72748 -1.05754 -0.31 0.89 -0.60
C 1.53369 -2.45742 -1.64243 1.11 -0.13 -0.35
H 2.27035 -7.09210 -5.70847 -0.47 -0.19 0.48
H 3.73742 -7.16902 -4.75738 -0.15 -0.26 0.98
H 3.14861 -5.66423 -5.34110 0.15 0.24 -0.17
H 2.35168 -4.27172 -3.71615 0.53 0.18 -0.22
H 3.37339 -5.30867 -2.61591 0.57 0.13 -0.52
H 1.74567 -5.60265 -1.10468 -1.04 -0.80 -0.45
H 0.49453 -4.76579 -2.24200 -0.47 -0.49 0.41
H 2.13258 -2.36909 -2.54888 0.48 0.47 0.11
H 1.81581 -1.74710 -0.86529 0.06 0.26 -0.41
H 0.54429 -2.21805 -2.03214 -0.75 -0.71 0.55
C 0.86733 -5.30159 2.25309 0.01 0.06 0.38
O 2.25983 -5.40413 2.57916 -0.36 0.37 0.70
C 3.00449 -6.12167 1.58610 -1.80 -0.23 0.07
C 4.38857 -6.42829 2.01853 0.58 0.53 3.00
O 4.39625 -7.32478 3.14670 -0.46 -2.60 -0.92
C 4.25113 -7.04304 4.51064 0.79 2.50 -0.36
H 0.19742 -4.97610 3.04894 0.91 0.06 1.02
H 0.44215 -6.28230 2.03972 0.16 -0.06 -0.82
H 0.66388 -4.50530 1.53711 0.30 -0.49 -0.92
H 2.88577 -5.53197 0.67711 0.54 -0.31 -0.43
H 2.52950 -7.10102 1.52811 -0.28 -0.17 -0.66
H 4.85213 -5.52497 2.41506 0.43 0.47 -0.51
H 5.02439 -6.95424 1.30635 -0.33 0.41 -0.33
H 4.75750 -6.08203 4.60096 0.04 0.53 0.70
H 4.82961 -7.69495 5.16521 -0.18 -0.59 -0.53
H 3.24831 -6.87627 4.90387 -0.30 -0.41 -0.38
```
Positions in Å, forces in eV/Å.

Computed properties:
Frontier orbital gap in eV: 8.039
E in hartree: -4602.34636
SMILES string: COP(=O)(OC)OC.Oc1ccc(O)cc1.Oc1ccc(O)cc1.Oc1ccc(O)cc1.Oc1ccc(O)cc1.Oc1ccc(O)cc1.Oc1ccc(O)cc1.COCCOC.COCCOC.COCCOC.COCCOC.COCCOC
Strongest force on any atom in hartree/bohr: 0.140
LUMO in hartree: 0.0111
Multiplicity: 1
HOMO in Eh: -0.28436


Record 2
Formula: C5F15MgNO13S5
Source: the Open Molecules 2025 dataset
Level of theory: ωB97M-V/def2-TZVPD

```
40
Properties=species:S:1:pos:R:3:forces:R:3
Mg -15.87435 -1.47817 -9.47686 -0.14 -0.56 0.29
C -16.69419 -0.80393 -3.73380 -1.04 1.39 -3.04
F -17.01142 -2.11315 -3.97367 0.20 1.27 0.99
F -17.13508 -0.33481 -2.56985 -0.13 -0.90 0.11
F -15.38334 -0.65455 -3.78231 0.50 -0.54 0.42
S -17.36747 0.38627 -5.21548 -2.02 1.21 -0.27
O -18.84809 0.55475 -5.07938 2.59 -1.13 0.21
O -16.65336 1.64081 -5.01539 0.06 -1.03 0.46
O -16.96439 -0.29323 -6.46389 0.11 -0.61 0.32
C -14.78822 4.33886 -11.64056 -1.23 -0.27 -0.53
F -15.44328 5.01571 -10.68790 -0.10 -1.12 1.20
F -14.75163 5.28216 -12.58534 0.58 -0.47 -1.41
F -13.54684 4.06492 -11.25811 0.12 -0.01 0.26
S -15.69150 2.68721 -12.29531 -0.64 -1.49 -1.89
O -15.64661 1.63369 -11.24118 1.00 1.14 -0.40
O -17.05565 3.07469 -12.56722 0.01 0.95 0.68
O -15.00607 2.36216 -13.57168 0.26 0.61 2.44
C -19.24970 -3.29118 -13.47908 1.26 1.05 0.87
F -20.56579 -3.25173 -13.28035 0.33 0.26 0.04
F -19.01032 -4.20136 -14.41635 0.13 0.19 -0.08
F -18.79470 -2.06168 -13.90764 -0.88 -1.48 0.29
S -18.26544 -3.74731 -11.88269 0.09 0.04 2.21
O -18.61906 -2.77405 -10.79148 -0.57 -0.88 -0.98
O -18.64305 -5.15310 -11.67283 0.30 2.02 -0.44
O -16.86306 -3.45622 -12.15042 0.43 -0.50 -1.00
C -12.66738 -5.39346 -9.17956 2.10 0.33 0.09
F -12.11633 -6.50391 -8.61411 -0.88 1.30 -0.43
F -11.74592 -4.78682 -9.94333 0.54 0.01 0.93
F -13.59416 -5.67748 -10.01625 -2.04 -1.21 -0.52
S -13.38161 -4.18710 -7.89275 -2.97 2.01 3.50
O -14.87027 -4.27820 -7.92044 2.19 0.13 -1.45
O -12.89012 -4.46200 -6.51526 -0.08 0.43 -3.65
N -13.08947 -2.55197 -8.57009 0.35 -3.46 1.12
S -11.61262 -2.17916 -7.95670 0.15 2.69 -0.13
O -11.74695 -1.23955 -6.88980 -0.07 0.46 -0.33
O -10.70824 -3.25020 -7.73229 0.35 -1.15 -0.60
C -10.87429 -1.22588 -9.46288 0.53 0.84 0.70
F -11.83402 -0.47795 -10.03196 0.53 -0.11 0.30
F -9.80671 -0.37847 -9.10684 -1.97 -1.57 -0.42
F -10.42259 -2.08719 -10.36579 0.05 0.15 0.14
```
Positions in Å, forces in eV/Å.

Computed properties:
Frontier orbital gap in eV: 4.391
Net charge: -2
E in hartree: -4912.43169
Strongest force on any atom in hartree/bohr: 0.097
Energy relative to the best compared isomer or geometry (same formula, charge and spin) in eV: 8.832
LUMO in hartree: -0.0209
Multiplicity: 1
HOMO in Eh: -0.18224


Record 3
Formula: C5F15O15S5Zn
Source: the Open Molecules 2025 dataset
Level of theory: ωB97M-V/def2-TZVPD

```
41
Properties=species:S:1:pos:R:3:forces:R:3
Zn -0.42146 0.26077 -0.26266 -0.54 -0.57 -0.67
C -4.32640 -1.11870 -0.66686 0.42 1.22 -0.61
F -4.77857 -1.45939 0.53196 0.07 -0.36 0.39
F -3.63070 -2.09040 -1.22335 -0.08 -0.52 0.27
F -5.41880 -0.91343 -1.43855 -0.12 0.03 -0.14
S -3.26950 0.43811 -0.60791 0.14 0.23 -0.85
O -4.22882 1.52108 -0.50944 0.44 -0.80 0.21
O -2.38684 0.18306 0.53514 -0.43 0.31 0.38
O -2.46191 0.37651 -1.82764 -0.57 0.10 0.34
C 1.00851 -3.77862 0.31791 -0.70 0.47 0.11
F 1.04139 -4.72015 1.29188 0.10 -0.08 -0.23
F 1.71055 -2.73683 0.76172 -0.07 -0.13 -0.11
F 1.61787 -4.27016 -0.76298 0.26 -0.13 0.18
S -0.78791 -3.34210 -0.12353 -0.05 -1.27 -1.04
O -1.58765 -3.82614 0.97586 0.23 0.44 0.37
O -0.76041 -1.91034 -0.34065 0.28 0.46 0.11
O -0.97778 -4.10883 -1.34525 0.14 0.28 0.34
C 0.88191 4.30691 0.80307 -0.61 0.15 -0.57
F 0.50843 3.98327 2.03048 0.13 -0.18 0.41
F 0.93523 5.65900 0.75257 0.06 0.22 -0.06
F 2.10947 3.86391 0.57249 0.33 -0.23 0.03
S -0.36645 3.68289 -0.42034 0.13 -0.05 -0.60
O 0.12192 4.06513 -1.72969 0.05 -0.04 0.60
O -0.30507 2.24360 -0.15689 -0.18 0.94 0.14
O -1.56769 4.34115 0.01987 -0.06 -0.05 0.08
C 3.12942 1.04434 -3.09613 -0.42 -0.41 0.90
F 3.92094 1.46771 -2.09662 -0.10 0.12 0.04
F 2.42801 2.07864 -3.54199 0.24 0.27 -0.41
F 3.95797 0.59896 -4.05261 -0.07 0.05 -0.41
S 1.96591 -0.29387 -2.53266 0.09 -1.51 -0.51
O 2.83127 -1.24524 -1.85529 -0.43 0.84 -0.20
O 1.04835 0.47221 -1.67939 0.27 -0.30 -0.12
O 1.36965 -0.78611 -3.76537 0.38 0.65 0.59
C 0.87074 -1.29116 3.58568 -0.26 0.97 -0.41
F 0.60165 -1.22840 4.90933 0.02 0.16 -0.03
F 2.07753 -1.85488 3.47540 -0.05 -0.20 -0.12
F -0.05583 -2.05289 3.02478 0.08 -0.51 0.12
S 0.80781 0.40135 2.74060 -0.39 0.39 0.81
O 2.11385 0.96616 2.97470 -0.02 -0.18 -0.03
O 0.57627 -0.00908 1.34991 0.70 -0.12 1.15
O -0.30284 1.08193 3.38245 0.58 -0.64 -0.44
```
Positions in Å, forces in eV/Å.

Computed properties:
Frontier orbital gap in eV: 8.806
Net charge: -3
E in hartree: -6587.64987
Strongest force on any atom in hartree/bohr: 0.032
Energy relative to the best compared isomer or geometry (same formula, charge and spin) in eV: 0.432
LUMO in hartree: 0.2464
Multiplicity: 1
HOMO in Eh: -0.07725


E of number 3 (C5F15O15S5Zn)? -6587.64987 hartree